# 1
4 unconnected molecules or ions with the total composition C3H14N2O3, computed with the ωB97M-V functional and the def2-TZVPD basis.

The calculation puts the energy above the lowest of the compared OMol25 structures with the same formula, charge and spin at 0.225 eV. As for the SMILES: C/C(N)=C/N.O.O.O. Its charge is 0. The value obtained for the HOMO energy is -7.860 eV. The gap between HOMO and LUMO is 8.67 eV.

Element x y z (Å)
C (-1.79909, -2.04582, 0.41943)
C (-0.91326, -0.86832, 0.23072)
N (-0.18571, -0.76676, -0.96871)
C (-0.89298, 0.14349, 1.12117)
N (-0.07995, 1.33407, 0.93401)
H (-2.57455, -2.27076, -0.32929)
H (-2.30077, -1.85324, 1.35294)
H (-1.17225, -3.00429, 0.47760)
H (-0.12898, -1.62317, -1.50301)
H (0.78598, -0.41318, -0.88936)
H (-1.43314, 0.03790, 2.04790)
H (-0.33157, 1.63504, -0.01086)
H (-0.51037, 2.04513, 1.52752)
O (2.34840, 0.38389, 1.58848)
H (2.89609, 0.92970, 2.14948)
H (1.43550, 0.74087, 1.34200)
O (-0.87833, 1.69690, -2.00942)
H (-1.40191, 1.79015, -2.81081)
H (-0.64996, 0.73675, -1.95531)
O (2.56481, 0.14118, -1.09204)
H (2.70373, 0.22341, -0.12022)
H (2.51830, 1.00708, -1.50223)

Forces on atoms 1 to 6 (eV/Å):
0.800 -1.567 0.196
-0.047 1.071 -0.228
0.753 -0.127 -0.349
0.229 -0.817 -0.408
-1.569 -0.364 -0.072
0.380 0.596 -0.095

Results of the Mulliken charge analysis, in e, for atoms 1 through 5: number 1, C, carries -1.30; number 2, C, carries 0.90; number 3, N, carries -0.56; number 4, C, carries -0.75; number 5, N, carries -0.56


# 2
A molecular structure, C44H28N4Ni, computed with the ωB97M-V functional and the def2-TZVPD basis.

Its charge is 0. The value obtained for the HOMO energy (alpha / beta) is -6.315 / -6.316 eV. The gap between HOMO and LUMO (alpha / beta) is 4.95 / 4.96 eV.

Element x y z (Å)
Ni (0.47441, 0.36103, -0.23057)
C (-3.47087, -2.37318, 5.11497)
C (-2.84019, -3.31242, 4.31015)
C (-2.33489, -2.95659, 3.07445)
C (-2.46748, -1.64604, 2.58083)
C (-3.09260, -0.70687, 3.42410)
C (-3.58724, -1.06593, 4.66291)
C (-1.89496, -1.21090, 1.32108)
C (-2.20140, 0.04918, 0.75417)
C (-3.48156, 0.69401, 0.72052)
C (-3.37546, 1.73868, -0.14521)
C (-2.00881, 1.79089, -0.56999)
C (-1.39959, 2.85742, -1.23647)
C (-2.24414, 3.78764, -2.01565)
C (-3.01762, 3.25760, -3.05078)
C (-3.74629, 4.09142, -3.88366)
C (-3.73320, 5.46357, -3.68285)
C (-3.01001, 5.99575, -2.62507)
C (-2.27363, 5.16471, -1.79571)
C (-0.01516, 3.07207, -1.11923)
N (0.82086, 2.18625, -0.48973)
C (2.01440, 2.80710, -0.32443)
C (3.15099, 2.16016, 0.21243)
C (4.24287, 2.92688, 0.86424)
C (4.24360, 2.97550, 2.25848)
C (5.27315, 3.60692, 2.93779)
C (6.31395, 4.19542, 2.23289)
C (6.30409, 4.17627, 0.84680)
C (5.27241, 3.54546, 0.16475)
C (3.26728, 0.78227, 0.13248)
C (4.46869, 0.01176, 0.27455)
C (4.21132, -1.21330, -0.25586)
C (2.83412, -1.22014, -0.66606)
N (2.27931, -0.02739, -0.38373)
C (2.08571, -2.31388, -1.21498)
C (0.78506, -2.48005, -0.69568)
C (0.02842, -3.67771, -0.54646)
C (-1.03445, -3.38937, 0.26830)
C (-0.95438, -2.00705, 0.57705)
N (0.13900, -1.47076, -0.01284)
C (2.66092, -3.16238, -2.26048)
C (1.92634, -4.19955, -2.86060)
C (2.45498, -4.96198, -3.88560)
C (3.72155, -4.70068, -4.38478)
C (4.44443, -3.64313, -3.85325)
C (3.92254, -2.88381, -2.82305)
C (1.95830, 4.11986, -0.87291)
C (0.71611, 4.26464, -1.41984)
N (-1.33468, 0.72918, -0.03942)
H (-3.85238, -2.65168, 6.08842)
H (-2.73111, -4.33355, 4.65285)
H (-1.81344, -3.70109, 2.49389)
H (-3.15083, 0.32394, 3.10339)
H (-4.04636, -0.31722, 5.29585)
H (-4.36191, 0.35284, 1.24088)
H (-4.14668, 2.43242, -0.43990)
H (-3.02243, 2.18740, -3.21522)
H (-4.31927, 3.66708, -4.69838)
H (-4.29460, 6.11446, -4.34058)
H (-3.01424, 7.06417, -2.45080)
H (-1.73494, 5.57051, -0.94931)
H (3.43208, 2.51440, 2.80766)
H (5.26561, 3.63328, 4.01996)
H (7.13193, 4.66190, 2.76663)
H (7.10640, 4.64894, 0.29493)
H (5.27099, 3.52237, -0.91848)
H (5.39687, 0.37493, 0.68613)
H (4.88181, -2.05491, -0.31079)
H (0.28176, -4.65786, -0.91152)
H (-1.82771, -4.06151, 0.55016)
H (0.91260, -4.39001, -2.54824)
H (1.86489, -5.76216, -4.31440)
H (4.12325, -5.28205, -5.20415)
H (5.41631, -3.39028, -4.25767)
H (4.48607, -2.03468, -2.47687)
H (2.77508, 4.82376, -0.89375)
H (0.33475, 5.11477, -1.95827)

Forces on atoms 1 to 6 (eV/Å):
-0.044 0.059 -0.023
-0.036 0.016 -0.047
-0.056 0.001 0.080
-0.002 0.193 -0.141
-0.686 -0.351 0.529
0.160 -0.090 -0.242

Results of the Mulliken charge analysis, in e, for atoms 1 through 5: number 1, Ni, carries -0.44; number 2, C, carries -0.36; number 3, C, carries -1.03; number 4, C, carries -0.39; number 5, C, carries 0.93


| no. | F_max (eV/A) |
| --- | --- |
| 1 | 1.8 |
| 2 | 1.4 |